No. 1
2 unconnected molecules or ions with the total composition C26H49NO3SSi2. Source: OMol25; level of theory: ωB97M-V/def2-TZVPD.

Geometry as XYZ:
```
82
Properties=species:S:1:pos:R:3
C 3.8253 0.1771 0.5878
C 3.1796 -0.0483 1.9107
S 1.7191 -1.2470 2.1955
C 0.5340 -1.0539 0.7584
C -0.9042 -0.3247 1.1581
C -2.1352 -1.0826 0.3191
C -3.6125 -0.8758 1.0118
C -4.4591 -2.2787 1.1333
C -4.6413 -3.0994 -0.2751
O -4.9482 -4.5303 0.0579
C -3.7043 -5.3256 0.1050
C -2.7901 -5.5775 1.4662
O -3.3340 -5.9119 -1.0625
C 2.5180 -2.9394 2.2649
C 2.5171 -3.7524 0.8186
C 3.0916 -5.2843 1.0799
O 3.3356 -2.9514 -0.1042
C 3.4716 -3.5804 -1.4269
C 1.9996 -3.6673 -2.2017
C 1.2729 -2.2008 -2.5142
C -0.2013 -2.2286 -3.2337
C -0.8472 -3.7135 -3.5808
C -0.1181 -5.1549 -3.3004
C 1.3603 -5.1298 -2.5755
H 3.3721 -0.2527 -0.4249
H 4.8455 0.7467 0.5183
H 3.5980 0.5313 2.8440
H 1.0770 -0.3678 -0.0440
H 0.2490 -2.0442 0.2042
H -1.1216 -0.3093 2.3078
H -0.9178 0.8042 0.8007
H -1.9520 -2.2494 0.2594
H -2.1404 -0.6595 -0.7930
H -4.2965 -0.0792 0.4467
H -3.4031 -0.5174 2.1283
H -5.5516 -2.0941 1.5637
H -3.9538 -3.0338 1.9046
H -3.7390 -3.0214 -1.0172
H -5.6138 -2.6821 -0.8094
H -1.7500 -5.0463 1.3757
H -2.6203 -6.7506 1.5712
H -3.3139 -5.1672 2.4517
H 3.5831 -2.9109 2.7776
H 1.8390 -3.6002 2.9899
H 1.3939 -3.8729 0.5136
H 4.2132 -5.3040 1.4276
H 2.3445 -5.7912 1.8417
H 2.9552 -5.8902 0.0603
H 4.1128 -2.8203 -2.0876
H 4.0652 -4.5895 -1.4402
H 1.8511 -1.2066 -2.2051
H -0.7265 -1.1989 -3.4319
H -1.9170 -3.7211 -4.0658
H -0.6262 -6.1744 -3.5715
H 1.9855 -6.0962 -2.2843
C -2.9370 6.3720 0.8809
Si -1.1449 6.5271 0.2976
C -0.2884 7.7159 1.4680
C -1.1881 7.2943 -1.4126
N -0.4307 4.9387 0.3078
Si 1.2250 4.6957 -0.1747
C 2.4436 5.6072 0.9213
C 1.5422 5.1808 -1.9582
C 1.6155 2.8514 -0.0269
H -3.4152 7.3561 0.8847
H -3.5053 5.7166 0.2144
H -2.9809 5.9648 1.8941
H -0.8987 8.6144 1.6048
H 0.6810 8.0362 1.0804
H -0.1402 7.2591 2.4505
H -1.5792 6.5862 -2.1496
H -0.1967 7.6214 -1.7337
H -1.8385 8.1747 -1.4141
H 2.4322 6.6826 0.7311
H 3.4614 5.2532 0.7290
H 2.2226 5.4362 1.9793
H 0.7808 4.7591 -2.6196
H 2.5168 4.8045 -2.2830
H 1.5539 6.2656 -2.0850
H 0.9572 2.2635 -0.6703
H 1.4897 2.5120 1.0071
H 2.6508 2.6612 -0.3275
```

Values from the calculation:
Total charge   0
Gap between HOMO and LUMO   3.75 eV
E_HOMO   -5.110 eV
Spin multiplicity   1
Largest force on an atom   8.88 eV/A


No. 2
2 unconnected molecules or ions with the total composition C2H2ClN2O2. Source: OMol25; level of theory: ωB97M-V/def2-TZVPD.

Geometry as XYZ:
```
9
Properties=species:S:1:pos:R:3
C -1.5207 0.7476 -0.5787
C -0.6670 -0.3513 0.2012
N 2.4904 0.1652 0.5997
N 1.8694 0.1232 1.6042
O -2.6755 0.4190 -0.4549
O -0.9193 1.5552 -1.2735
Cl 0.3026 -1.4568 -0.7146
H -1.1776 -0.9034 0.9358
H 2.2978 -0.2988 -0.3192
```

Values from the calculation:
Total charge   -1
Gap between HOMO and LUMO (spin up / spin down)   7.21 / 7.95 eV
ΔE to the lowest compared entry with this formula, charge and spin   205.4 kJ/mol
E_HOMO (spin up / spin down)   -3.634 / -4.380 eV
Spin multiplicity   1
Largest force on an atom   3.49 eV/A


No. 3
A single C7H10NOP molecule. Source: OMol25; level of theory: ωB97M-V/def2-TZVPD.

Geometry as XYZ:
```
20
Properties=species:S:1:pos:R:3
C -0.5456 -0.2584 -2.0773
C -0.2578 -0.1331 -0.6780
C 0.0969 -1.1604 0.1094
C 0.8864 -1.0040 1.3560
N 2.1943 -0.6370 0.9763
P 3.0292 -0.5587 -0.3388
O 2.6367 -0.4241 -2.3684
C 0.2353 0.1556 2.2401
C -0.1774 1.3423 1.3780
C -0.1425 1.2039 0.0327
H -1.0505 0.6525 -2.4367
H -1.1418 -1.1949 -2.2013
H 0.5104 -0.1279 -2.5551
H 0.0878 -2.1127 -0.3478
H 0.9627 -1.8705 2.0223
H 3.4704 -0.2485 -2.8249
H 0.8112 0.4148 3.1282
H -0.5584 -0.4152 2.8381
H -0.0796 2.4149 1.7292
H -0.2604 2.1798 -0.4451
```

Values from the calculation:
Total charge   0
Gap between HOMO and LUMO   8.10 eV
ΔE to the lowest compared entry with this formula, charge and spin   496.9 kJ/mol
SMILES   CC1=C[C@@H](/N=P\O)CC=C1
E_HOMO   -8.461 eV
Spin multiplicity   1
Largest force on an atom   4.39 eV/A


No. 4
A molecular structure, C40H35BrN12NaO2PS. Source: OMol25; level of theory: ωB97M-V/def2-TZVPD.

Geometry as XYZ:
```
93
Properties=species:S:1:pos:R:3
Na -0.2356 0.0355 0.0814
O -1.6826 -2.9673 5.0036
C -0.7275 -3.5064 4.1714
C 0.0237 -4.5627 4.6699
C 1.0067 -5.1345 3.8783
C 1.2233 -4.6638 2.5881
C 0.4595 -3.6098 2.1078
C -0.5094 -3.0042 2.8932
C -1.2744 -1.7902 2.3444
O -1.1885 -1.6151 1.0508
N -0.6933 -0.5963 3.1259
N -0.6971 0.5794 2.4977
C -0.7116 1.6618 3.1831
C -0.5841 2.9710 2.5553
Br 0.1531 2.9840 0.8035
C -0.8451 4.1444 3.1396
C -1.4476 4.3304 4.4725
C -0.9771 5.3509 5.2999
C -1.5284 5.5616 6.5536
C -2.5710 4.7618 7.0007
C -3.0634 3.7574 6.1795
C -2.5116 3.5469 4.9249
H -2.3017 -2.4600 4.4645
H -0.1806 -4.9206 5.6711
H 1.5938 -5.9575 4.2669
H 1.9789 -5.1232 1.9619
H 0.5866 -3.2233 1.1035
H -2.3385 -1.8574 2.7064
H -0.9196 -0.5568 4.1185
H -0.7903 1.6456 4.2710
H -0.5797 5.0504 2.6070
H -0.1627 5.9783 4.9567
H -1.1458 6.3532 7.1851
H -3.0044 4.9261 7.9787
H -3.8888 3.1403 6.5106
H -2.9198 2.7841 4.2740
C 4.6794 3.0952 -4.1980
N 3.8384 3.3539 -3.0428
C 3.6213 4.5817 -2.4876
C 2.7366 4.3829 -1.4618
N 2.3989 3.0674 -1.3831
C 3.0722 2.4615 -2.3361
P 3.0800 0.7123 -2.7758
C 1.3970 0.5224 -3.4425
N 0.3959 1.3717 -3.3588
C -0.6022 0.8472 -4.1311
C -0.2000 -0.3304 -4.6922
N 1.0813 -0.5336 -4.2558
C 1.9274 -1.6530 -4.6131
C 2.9903 -0.1121 -1.1567
N 2.2297 0.1530 -0.1093
C 2.5668 -0.7587 0.8486
C 3.5725 -1.5656 0.3965
N 3.8457 -1.1490 -0.8758
C 4.9225 -1.6716 -1.7028
H 5.2000 4.0148 -4.4522
H 4.0815 2.7807 -5.0526
H 5.4117 2.3218 -3.9762
H 4.1067 5.4660 -2.8639
H 2.3264 5.1128 -0.7829
H -1.5555 1.3395 -4.2386
H -0.6985 -1.0366 -5.3353
H 1.3332 -2.3692 -5.1757
H 2.2966 -2.1544 -3.7204
H 2.7713 -1.3258 -5.2208
H 2.0672 -0.7869 1.8058
H 4.1054 -2.3803 0.8568
H 5.2905 -2.5859 -1.2435
H 5.7398 -0.9560 -1.7742
H 4.5685 -1.8963 -2.7037
S -5.6610 -3.7318 -3.8686
N -5.6486 -2.1994 -3.3559
C -4.4277 -1.9596 -2.9114
C -3.9671 -0.7069 -2.3408
C -4.7924 0.4099 -2.2044
C -4.2783 1.5454 -1.6242
C -2.9574 1.5213 -1.1733
N -2.1655 0.4719 -1.3003
C -2.6438 -0.6274 -1.8944
C -1.7183 -1.7724 -2.0675
N -0.4434 -1.5961 -1.7121
C 0.3861 -2.6175 -1.7938
C 0.0174 -3.8735 -2.2746
C -1.2808 -4.0542 -2.6934
C -2.1727 -2.9876 -2.5929
C -3.5568 -3.0775 -3.0198
N -4.1322 -4.1441 -3.5461
H -5.8165 0.3608 -2.5507
H -4.8758 2.4379 -1.5003
H -2.5224 2.3854 -0.6820
H 1.4011 -2.4358 -1.4460
H 0.7383 -4.6793 -2.3088
H -1.6257 -5.0031 -3.0836
```

Values from the calculation:
Total charge   0
Gap between HOMO and LUMO   6.71 eV
ΔE to the lowest compared entry with this formula, charge and spin   39.3 kJ/mol
E_HOMO   -7.033 eV
Spin multiplicity   1
Largest force on an atom   0.58 eV/A